1.
The following is a DFT calculation (ωB97M-V with the def2-TZVPD basis set) of C16H13ClN2O in the gas phase.

Geometry as XYZ:
```
33
Properties=species:S:1:pos:R:3:lowdin_charge:R:1
C 1.49720 2.76885 -0.00007 -0.16
C -0.72656 1.06671 0.01974 0.00
C -3.55027 -2.67799 -0.37871 -0.68
C -0.83864 2.39182 -0.41770 -0.07
C -3.09890 -3.06874 -1.62875 -0.10
H -3.03722 -1.88124 1.53432 0.11
C 3.83524 3.02915 0.48365 -0.05
H 0.91924 -1.83474 -0.67723 0.08
H -3.78946 -3.45876 -2.35904 0.10
C 0.24125 3.23181 -0.43757 -0.05
H 0.14870 4.25098 -0.78226 0.11
C -0.85511 -2.44418 -0.99041 -0.28
H -0.95239 -1.02770 2.11110 0.13
H 1.59981 -0.82259 1.29800 0.12
H 0.08876 -2.43429 1.83021 0.14
C 2.66204 3.56411 0.02456 -0.01
N 0.70431 -0.73923 0.82855 -0.01
H 4.74709 1.24722 1.31076 0.11
C -2.66969 -2.17799 0.56336 -0.08
Cl -5.23075 -2.81502 0.01444 0.66
H -1.59922 0.43303 0.00892 0.11
H -1.37643 -3.23976 -2.89132 0.12
C 0.48591 0.57103 0.44623 -0.19
C -0.37124 -1.56454 1.34804 -0.12
O 0.44362 -2.36040 -1.35007 0.06
H 2.60896 4.58789 -0.31941 0.12
C 3.83957 1.69661 0.92743 -0.14
C -1.31763 -2.05866 0.27420 -0.17
H -1.80440 2.74568 -0.74707 0.11
N 2.78560 0.92688 0.91407 0.11
H 4.74443 3.60950 0.51576 0.10
C 1.62387 1.43094 0.45280 -0.16
C -1.75770 -2.94636 -1.92652 0.00
```

HOMO-LUMO gap: 8.27 eV
E_HOMO: -8.11 eV
Lowest unoccupied orbital energy: 0.165 eV
SMILES string: Oc1ccc(Cl)cc1CNc1cccc2cccnc12
Charge: 0
Energy relative to the best compared isomer or geometry (same formula, charge and spin): 0.0 kJ/mol
2S+1: 1

=====

2.
The following is a DFT calculation (ωB97M-V with the def2-TZVPD basis set) of a molecular structure, C16H13F4N3O3 at a distorted geometry.

Geometry as XYZ:
```
39
Properties=species:S:1:pos:R:3:lowdin_charge:R:1
C 0.90645 2.85444 0.73408 -0.25
O 0.40446 0.44338 1.68957 -0.05
H -0.56443 4.23763 -0.33504 0.16
H 4.75879 -3.49333 0.17072 0.12
O -5.03732 -0.53163 1.90904 -0.05
F 4.30353 0.99229 0.34386 0.01
C -3.23854 -0.46803 0.37234 -0.15
H -3.92299 1.46510 1.80238 0.16
H -2.50169 -1.77868 -0.64674 0.17
N 1.96727 2.02592 0.73471 0.08
N -0.35827 2.19070 -1.20100 0.05
N -4.31682 -1.13756 0.95017 -0.38
H 0.89883 -1.89155 1.37995 0.14
F -0.45239 0.19045 -3.26932 -0.06
C 1.60248 0.67098 1.12215 -0.29
O -4.43041 -2.19218 0.82072 0.22
C -2.24336 2.04935 0.39274 0.04
C -1.22471 1.32095 -0.58273 -0.09
H 0.44158 1.74867 -1.73345 0.16
C 3.80454 -0.31784 0.58846 -0.15
F -0.61403 -2.00317 -2.20038 0.06
C 2.35922 -0.45097 1.00787 -0.05
C 4.60702 -1.25875 0.27096 0.01
H 0.93911 3.61894 -1.14779 0.05
H 0.03632 2.58832 1.77698 0.23
C 2.80150 -2.77633 0.89995 -0.12
C -3.26587 1.13944 0.79250 0.11
C 4.06055 -2.67051 0.37330 0.07
C -0.53180 -0.57742 -1.88503 -0.35
C -1.41131 0.00494 -1.11760 -0.13
H 2.75458 2.08678 0.30677 0.04
C 0.18296 3.37668 -0.58544 -0.14
H 5.61982 -1.18312 0.29587 0.09
H 2.41237 -3.60564 1.05815 0.05
H -2.12219 3.04436 0.45898 0.04
C -2.36044 -0.70554 -0.42357 -0.04
H 1.34418 3.83066 1.31088 0.15
F 0.80698 -0.47149 -1.58219 0.10
C 1.94092 -1.84240 1.05411 0.01
```

HOMO-LUMO gap: 7.92 eV
E_HOMO: -9.03 eV
Lowest unoccupied orbital energy: -1.110 eV
Charge: 0
2S+1: 1

=====

3.
The following is a DFT calculation (ωB97M-V with the def2-TZVPD basis set) of a molecular structure, C16H13F5N4SSbSe4Ti at a distorted geometry.

Geometry as XYZ:
```
45
Properties=species:S:1:pos:R:3:lowdin_charge:R:1
H -4.28819 -2.91827 -1.32105 0.11
H -4.31289 -3.58377 1.09365 0.11
N 0.65461 -0.81797 0.91005 -0.15
C -2.41049 -2.70757 1.47695 0.02
F -1.05179 1.57503 -6.06635 0.12
Ti 0.15711 -0.45367 -0.94785 0.44
C 2.66761 2.10633 2.86265 -0.25
H -0.02309 -2.49887 3.52145 0.09
H -1.10649 -1.09067 3.57515 0.10
C -0.17839 -1.48207 3.15705 0.00
H 3.63651 1.50503 4.69295 0.07
H -2.39489 -2.93887 2.52975 0.12
F 2.48281 -1.41847 -5.06135 0.10
H 4.74121 1.71833 3.32635 0.06
C -2.36489 -2.02647 -1.17545 -0.10
H 0.64711 -0.85147 3.48245 0.07
Se -0.98279 1.26343 -0.20535 0.42
N 1.52761 -0.00097 1.55445 0.01
N 2.78571 1.88713 1.43745 0.01
Se -1.12039 3.48893 3.26785 -0.26
C 3.75861 1.35893 3.62385 -0.09
H 3.21681 2.58703 0.85435 0.13
Se -1.76419 5.31643 -0.06305 -0.27
C 1.37841 -0.74947 -4.68175 -0.14
C 0.85141 -0.86637 -3.40855 -0.26
C -1.31759 -2.00957 0.92005 -0.20
S 2.10081 0.93803 -0.92915 0.66
H 1.68511 1.74373 3.18345 0.07
N -1.28789 -1.71687 -0.43515 -0.06
H 3.68481 0.29473 3.40765 0.06
C 0.72361 0.09473 -5.57325 -0.12
Sb -2.09749 3.16363 1.04475 -0.41
F -1.93309 1.36703 -3.45455 0.09
H 2.71551 3.17913 3.05345 0.12
C -0.85399 0.67883 -3.86525 -0.22
F 1.43031 -1.73857 -2.48625 -0.01
C -0.40959 0.80063 -5.17775 -0.12
H -2.34039 -1.69147 -2.21535 0.12
C -3.46269 -3.06437 0.68235 -0.03
C -0.24089 -1.46817 1.65905 -0.25
F 1.18731 0.21553 -6.82765 0.12
Se -4.49819 2.78363 1.38815 -0.29
C -3.45249 -2.69447 -0.67905 -0.02
C 2.11821 0.90133 0.82125 -0.79
C -0.25859 -0.17907 -2.95245 -0.17
```

HOMO-LUMO gap: 3.36 eV
E_HOMO: -3.48 eV
Lowest unoccupied orbital energy: -0.126 eV
Charge: -1
Energy relative to the best compared isomer or geometry (same formula, charge and spin): 361.8 kJ/mol
2S+1: 1

=====

4.
The following is a DFT calculation (ωB97M-V with the def2-TZVPD basis set) of C16H13N5O in the gas phase at a distorted geometry.

Geometry as XYZ:
```
35
Properties=species:S:1:pos:R:3:lowdin_charge:R:1
C -3.08832 1.91717 1.69682 0.00
C 2.72022 -3.07583 -1.58658 -0.05
C 1.96012 -4.24356 -1.57491 -0.28
C -3.82145 2.94708 2.27943 -0.08
H 1.82970 4.49993 -0.38492 0.12
N -0.94708 1.22725 0.61744 0.12
C 2.18900 -1.82902 -1.19014 -0.02
H -1.55498 5.49040 2.00579 0.11
C -1.28691 3.50210 1.26537 -0.22
H -4.80265 2.78457 2.69280 0.10
C 0.29776 -0.46777 -0.23882 -0.15
H -0.90572 -3.00508 -0.19640 0.10
C 0.85132 -1.75058 -0.69559 -0.15
C -1.80296 2.18448 1.15652 -0.10
H -3.47954 0.92043 1.60413 0.10
C 0.70536 2.95982 0.30857 -0.35
H 0.00084 -5.05619 -0.97993 0.11
C -1.03323 -0.10831 0.25749 -0.33
N -0.06169 3.89836 0.72253 0.13
H 2.99562 -5.35065 -3.12854 0.10
H 3.27729 -5.88936 -1.46907 0.06
H -3.91951 5.07184 2.74968 0.10
H 3.72241 -3.17536 -2.01997 0.11
N 0.37973 1.56930 0.29037 0.00
O -2.07643 -0.78221 0.17758 0.04
C -1.99333 4.49396 1.91809 -0.04
N 1.10870 0.52971 -0.23018 0.19
N 1.85191 3.48975 -0.22739 0.14
C 2.52688 -5.53300 -2.13064 -0.05
C -3.29454 4.25965 2.36606 -0.07
H 2.31396 2.88784 -0.89618 0.09
C 0.08073 -2.94196 -0.60925 0.00
H 2.79835 -0.91422 -1.31517 0.11
C 0.64555 -4.16599 -1.06934 -0.03
H 1.81289 -6.34454 -2.16562 0.07
```

HOMO-LUMO gap: 7.58 eV
E_HOMO: -7.68 eV
Lowest unoccupied orbital energy: -0.103 eV
SMILES string: Cc1ccc(-c2nn3c(N)nc4ccccc4n3c2=O)cc1
Charge: 0
Energy relative to the best compared isomer or geometry (same formula, charge and spin): 0.0 kJ/mol
2S+1: 1

=====

5.
The following is a DFT calculation (ωB97M-V with the def2-TZVPD basis set) of C16H13NO4 in the gas phase.

Geometry as XYZ:
```
34
Properties=species:S:1:pos:R:3:lowdin_charge:R:1
H 1.34694 1.70498 -3.61696 0.12
H -1.35774 -3.70794 1.50181 0.12
C -0.45397 -3.61903 2.08597 -0.01
O -0.86891 -1.92266 -0.08104 0.10
N 0.61351 0.09612 -0.88204 0.08
H 2.37419 -1.75366 2.22141 0.11
C 1.14338 -0.69636 0.19879 -0.10
C 0.90318 1.41279 -0.97360 -0.48
H -0.93809 -5.21025 3.42715 0.10
H 0.02100 2.99901 -5.24657 0.11
H -2.67266 3.52569 1.13119 0.14
C 0.95258 -4.31740 3.89241 -0.08
C 1.87742 -3.34437 3.54624 -0.07
C -1.50867 2.73394 -0.14560 -0.46
H 1.33993 -0.03916 1.05301 0.14
H -0.26263 -0.25640 -1.25141 0.14
H 2.08897 -1.16752 -0.09909 0.14
C 0.05674 2.14933 -1.97561 -0.07
C 0.47003 -2.63466 1.72871 -0.15
C -0.29202 2.95155 -4.21414 -0.06
C -1.43198 3.62553 -3.80409 -0.07
H 2.78702 -3.23921 4.11876 0.10
H 1.14331 -4.96769 4.73328 0.10
C -1.09309 2.82902 -1.56199 -0.08
C -1.83166 3.56845 -2.48271 -0.01
H -2.00734 4.19772 -4.51623 0.11
O -1.07735 1.93171 0.64604 0.13
C -0.21560 -4.45371 3.15961 -0.07
O -2.44430 3.63207 0.19453 0.12
C 0.45178 2.22047 -3.30297 -0.01
C 0.14431 -1.77623 0.56978 -0.32
O 1.81499 1.94405 -0.37689 0.09
H -2.71623 4.08899 -2.15082 0.12
C 1.64295 -2.50516 2.47304 -0.02
```

HOMO-LUMO gap: 9.56 eV
E_HOMO: -9.45 eV
Lowest unoccupied orbital energy: 0.114 eV
SMILES string: O=C(CNC(=O)c1ccccc1C(=O)O)c1ccccc1
Charge: 0
Energy relative to the best compared isomer or geometry (same formula, charge and spin): 0.0 kJ/mol
2S+1: 1

=====

6.
The following is a DFT calculation (ωB97M-V with the def2-TZVPD basis set) of C16H13NO5S in the gas phase at a distorted geometry.

Geometry as XYZ:
```
36
Properties=species:S:1:pos:R:3:lowdin_charge:R:1
H 0.08744 5.10825 -0.30589 0.13
C -2.44354 0.16428 -0.07352 -0.17
O 1.78532 1.89451 -0.93564 0.14
C -0.21137 0.80311 -0.18607 -0.06
H 2.38816 0.50191 1.75566 0.08
S 4.11613 -0.93431 0.79433 1.04
H -2.83283 -3.14293 0.45068 0.13
N 2.20404 -1.70690 -0.72011 0.12
H -5.23443 -2.47075 0.29319 0.12
O -1.51655 1.14098 -0.21510 0.11
C -2.09652 -1.17176 0.14673 -0.07
C -0.68854 -1.57122 0.25763 -0.30
H -4.01646 1.58563 -0.32600 0.13
H -6.19958 0.85509 -0.25315 0.11
H 3.66823 -3.41726 -1.96009 0.08
C -4.43858 -1.75086 0.19480 0.00
C 0.83734 4.31518 -0.29927 -0.20
C 1.68002 -0.76256 0.10435 -0.35
C -4.77752 -0.40777 -0.02411 -0.31
C 0.25125 -0.45039 0.03396 0.00
O 0.09343 3.11080 -0.09668 0.02
H 2.35325 5.48879 0.66225 0.08
O -6.08762 -0.09142 -0.09864 0.07
C -3.78134 0.54492 -0.15662 0.07
H 1.33816 4.26212 -1.27126 0.13
C 3.44739 -1.91434 -0.50850 -0.62
C 1.86000 4.53200 0.80662 -0.06
C 0.68740 1.97424 -0.45060 -0.41
C 2.56444 -0.23517 0.99893 -0.35
H 5.07311 -2.34322 -1.80104 0.08
H 2.60850 3.74396 0.77993 0.07
C -3.12082 -2.11722 0.27972 0.01
O -0.33181 -2.69928 0.53309 0.10
C 4.29105 -2.87159 -1.25691 -0.08
H 1.37164 4.52686 1.77819 0.08
H 4.76776 -3.57220 -0.57328 0.08
```

HOMO-LUMO gap: 8.32 eV
E_HOMO: -8.50 eV
Lowest unoccupied orbital energy: -0.187 eV
SMILES string: CCOC(=O)c1oc2cc(O)ccc2c(=O)c1-c1csc(C)n1
Charge: 0
Energy relative to the best compared isomer or geometry (same formula, charge and spin): 168.9 kJ/mol
2S+1: 1

=====

Which formula does entry 4 have? C16H13N5O